# C4H12

2 unconnected molecules or ions with the total composition C4H12 at a distorted geometry (ωB97M-V with the def2-TZVPD basis set, the OMol25 dataset).

```
! RIJCOSX wB97M-V def2-TZVPD def2/J DEFGRID3
* xyz 0 1
C 0.91 -0.55 0.68
C 2.28 -0.66 1.46
H 0.14 0.06 1.40
H 1.28 0.07 -0.26
H 0.50 -1.59 0.30
H 3.12 -0.62 0.58
H 2.51 0.21 2.05
H 2.38 -1.58 2.12
C -2.06 -0.06 -1.02
C -1.19 1.26 -1.12
H -2.64 0.15 -0.10
H -2.61 -0.48 -1.86
H -1.42 -0.95 -0.93
H -1.87 2.10 -0.93
H -0.52 1.40 -0.32
H -0.54 1.26 -2.06
*
```

The energy relative to the best compared isomer or geometry (same formula, charge and spin) comes out at 39.88 kcal per mole. Its HOMO energy is -11.041 eV. For the lowest unoccupied orbital energy, the calculation gives 1.06 eV. The frontier orbital gap comes out at 12.10 eV.

# C3H6N2OS

C3H6N2OS in the gas phase at a distorted geometry (ωB97M-V with the def2-TZVPD basis set, the OMol25 dataset).

```
! RIJCOSX wB97M-V def2-TZVPD def2/J DEFGRID3
* xyz 0 1
C -1.91 -1.40 0.00
O -2.05 0.03 0.00
C -0.91 0.72 0.00
N 0.22 0.16 0.00
N 1.31 1.00 0.00
C 2.57 0.54 0.00
S 3.09 -1.01 0.00
H -2.94 -1.80 -0.03
H -1.37 -1.71 -0.86
H -1.37 -1.72 0.90
H -1.07 1.81 0.00
H 1.15 2.00 -0.01
H 3.30 1.38 -0.01
*
```

The energy relative to the best compared isomer or geometry (same formula, charge and spin) comes out at 62.16 kcal per mole. Its HOMO energy is -8.164 eV. For the lowest unoccupied orbital energy, the calculation gives 0.64 eV. The frontier orbital gap comes out at 8.80 eV.

# C4H7O2P

C4H7O2P in the gas phase at a distorted geometry (ωB97M-V with the def2-TZVPD basis set, the OMol25 dataset).

```
! RIJCOSX wB97M-V def2-TZVPD def2/J DEFGRID3
* xyz 0 1
C -0.69 -0.06 0.93
C -1.23 1.11 0.62
C 0.46 -0.81 0.28
C 0.93 -0.43 -1.10
O -1.66 2.11 -1.91
O 0.62 -1.12 -2.17
P -0.55 1.76 -0.98
H -1.09 -0.70 1.88
H -2.02 1.71 0.98
H 1.44 -0.89 0.91
H 0.00 -1.90 0.42
H 1.88 0.15 -0.99
H 0.04 -1.81 -1.79
H 0.44 2.90 -0.73
*
```

The energy relative to the best compared isomer or geometry (same formula, charge and spin) comes out at 89.33 kcal per mole. Its HOMO energy (spin up / spin down) is -7.787 / -7.787 eV. For the lowest unoccupied orbital energy (spin up / spin down), the calculation gives 0.27 / 0.27 eV. The frontier orbital gap (spin up / spin down) comes out at 8.06 / 8.06 eV.

# C4H8N2O

A molecular structure, C4H8N2O at a distorted geometry (ωB97M-V with the def2-TZVPD basis set, the OMol25 dataset).

```
! RIJCOSX wB97M-V def2-TZVPD def2/J DEFGRID3
* xyz 0 1
C -1.14 -0.23 0.67
C -0.61 0.61 -0.45
C 0.68 1.25 0.07
C 1.33 -0.92 -0.46
H -2.19 -1.25 -1.24
H -1.82 0.44 1.17
H -0.46 -0.97 1.27
H -1.45 0.80 -1.14
H 0.91 2.35 0.05
H 0.73 1.10 1.12
H 1.05 -1.84 -0.97
H 2.26 0.18 0.73
N 0.74 0.22 -1.00
N 2.36 -0.97 0.33
O -2.39 -0.77 -0.14
*
```

The energy relative to the best compared isomer or geometry (same formula, charge and spin) comes out at 157.44 kcal per mole. Its HOMO energy is -10.118 eV. For the lowest unoccupied orbital energy, the calculation gives 0.46 eV. The frontier orbital gap comes out at 10.58 eV.

# C22H30ClCoN5O2S2

A molecular structure, C22H30ClCoN5O2S2 (ωB97M-V with the def2-TZVPD basis set, the OMol25 dataset).

```
! RIJCOSX wB97M-V def2-TZVPD def2/J DEFGRID3
* xyz 1 5
Co 0.00 1.51 0.49
N 0.33 2.82 -1.22
C -0.89 3.34 -1.85
C -1.95 2.25 -1.83
N -1.99 1.55 -0.53
C -2.89 2.13 0.48
C -2.29 3.38 1.12
N -0.91 3.11 1.61
H 1.03 3.53 -1.08
H 0.75 2.11 -1.83
H -0.72 3.65 -2.89
H -1.21 4.23 -1.31
H -1.70 1.51 -2.59
H -2.93 2.67 -2.08
H -2.26 0.58 -0.69
H -3.06 1.38 1.25
H -3.86 2.39 0.05
H -2.94 3.72 1.92
H -2.23 4.19 0.40
H -0.94 2.78 2.57
H -0.37 3.97 1.64
S 0.68 0.01 -3.08
C 2.06 -0.05 -4.05
N 3.22 0.53 -3.80
C 4.35 0.15 -4.66
C 3.74 -0.33 -5.97
S 2.09 -0.95 -5.54
H 3.40 0.87 -2.86
H 4.93 -0.64 -4.17
H 4.99 1.01 -4.81
H 4.32 -1.13 -6.42
H 3.64 0.48 -6.69
N -0.71 0.12 1.67
C -0.89 -1.08 2.03
C -1.40 -2.00 0.97
C -2.48 -2.84 1.23
C -2.98 -3.64 0.21
C -2.39 -3.62 -1.05
C -1.30 -2.80 -1.30
C -0.80 -1.98 -0.30
C -0.70 -1.51 3.43
C -0.78 -0.58 4.47
C -0.54 -0.99 5.77
C -0.22 -2.32 6.03
C -0.13 -3.24 5.00
C -0.37 -2.84 3.69
H -2.93 -2.85 2.21
H -3.82 -4.29 0.40
H -2.77 -4.26 -1.83
H -0.82 -2.78 -2.28
H 0.08 -1.37 -0.48
H -1.05 0.44 4.26
H -0.62 -0.28 6.58
H -0.03 -2.63 7.05
H 0.13 -4.27 5.21
H -0.29 -3.55 2.88
Cl 2.45 -1.11 2.14
C 3.25 -0.76 0.58
C 2.90 0.55 -0.09
O 3.63 0.87 -1.02
O 1.88 1.21 0.31
H 2.97 -1.56 -0.10
H 4.32 -0.80 0.74
*
```

Its expectation value of S² is 6.02. Its HOMO energy (spin up / spin down) is -10.823 / -10.821 eV. For the lowest unoccupied orbital energy (spin up / spin down), the calculation gives -2.65 / -4.10 eV. The frontier orbital gap (spin up / spin down) comes out at 8.18 / 6.72 eV.

# C4H8BN

C4H8BN in the gas phase at a distorted geometry (ωB97M-V with the def2-TZVPD basis set, the OMol25 dataset).

```
! RIJCOSX wB97M-V def2-TZVPD def2/J DEFGRID3
* xyz 0 1
B 0.21 1.52 0.72
C 0.54 0.11 0.06
C -0.01 0.01 -1.31
C -0.02 -1.05 0.84
C 1.95 -0.04 -0.02
N 3.06 -0.27 -0.13
H 0.37 1.48 1.86
H 0.19 2.62 0.11
H 0.19 -0.88 -1.78
H 0.34 0.73 -2.11
H -1.00 0.27 -1.34
H 0.35 -1.85 0.34
H 0.16 -1.02 1.87
H -1.04 -0.89 0.86
*
```

The energy relative to the best compared isomer or geometry (same formula, charge and spin) comes out at 64.73 kcal per mole. Its HOMO energy is -11.052 eV. For the lowest unoccupied orbital energy, the calculation gives -0.53 eV. The frontier orbital gap comes out at 10.52 eV.

no.,M (g/mol)
1,60.14
2,118.16
3,118.07
4,100.12
5,555.04
6,80.93